(1)
{
  "formula": "C24H24F4IN5S2",
  "method": "ωB97M-V/def2-TZVPD",
  "symbols": ["N", "C", "C", "C", "C", "C", "C", "F", "F", "C", "F", "F", "C", "C", "N", "C", "C", "C", "C", "C", "I", "C", "N", "C", "S", "S", "H", "H", "H", "H", "H", "H", "H", "H", "H", "H", "C", "C", "C", "C", "N", "H", "H", "H", "H", "H", "H", "H", "C", "C", "C", "C", "N", "H", "H", "H", "H", "H", "H", "H"],
  "coordinates": [[0.46061, -3.49223, 0.37973], [0.25294, -2.39108, -0.57691], [0.89221, -1.08545, -0.07042], [2.15656, -1.09851, 0.47203], [2.77843, 0.02468, 0.95468], [2.09325, 1.22577, 0.91892], [2.68726, 2.51464, 1.46969], [1.92598, 2.98433, 2.48593], [2.70904, 3.45405, 0.48681], [4.14549, 2.34830, 1.96832], [4.19085, 2.09705, 3.29723], [4.77187, 3.55587, 1.81622], [0.82863, 1.25145, 0.36195], [0.21297, 0.12219, -0.14999], [-1.08708, 0.12733, -0.76012], [-2.04469, 0.91811, -0.04029], [-1.76221, 2.14345, 0.51238], [-2.73903, 2.81623, 1.21554], [-3.98178, 2.25964, 1.34660], [-4.30884, 1.05075, 0.78057], [-6.23650, 0.23389, 1.00952], [-3.31871, 0.39644, 0.08526], [-3.60557, -0.89826, -0.54535], [-3.95808, -0.67675, -1.69743], [-4.38328, -0.35613, -3.16652], [-0.11651, 2.77957, 0.26815], [1.44903, -3.69503, 0.48146], [0.16629, -3.18823, 1.30245], [0.60686, -2.66279, -1.57248], [-0.82420, -2.20809, -0.57049], [2.70425, -2.03538, 0.50670], [3.78344, -0.07237, 1.35094], [4.73280, 1.64167, 1.38646], [-0.96728, 0.60327, -1.65945], [-2.49138, 3.77484, 1.65882], [-4.70971, 2.84048, 1.90524], [9.49767, 1.68325, 2.92828], [8.32884, 2.57228, 3.33966], [7.18623, 1.79126, 3.99823], [6.64556, 0.78990, 3.06939], [6.22741, 0.00202, 2.33479], [9.19778, 0.94840, 2.17944], [10.29680, 2.28333, 2.49264], [9.90630, 1.14886, 3.78849], [7.95277, 3.09873, 2.45992], [8.68479, 3.33081, 4.03891], [6.38313, 2.46851, 4.28490], [7.53868, 1.28246, 4.89696], [-9.23067, -3.57305, -5.08299], [-7.98068, -2.78570, -5.45990], [-6.72575, -3.27278, -4.72782], [-6.88871, -3.13185, -3.27455], [-7.02191, -3.01723, -2.13283], [-9.46756, -3.46410, -4.02368], [-10.09130, -3.21317, -5.64746], [-9.10485, -4.63611, -5.29880], [-8.14498, -1.72841, -5.24182], [-7.81587, -2.86918, -6.53601], [-5.85708, -2.69096, -5.03854], [-6.53049, -4.32101, -4.95939]],
  "e_homo_ev": -8.4,
  "homo_lumo_gap_ev": 8.63,
  "e_lumo_ha": 0.0081,
  "spin_multiplicity": 1,
  "charge": 0
}

=====

(2)
{
  "formula": "C6H14N2O2",
  "method": "ωB97M-V/def2-TZVPD",
  "symbols": ["C", "C", "C", "O", "N", "H", "H", "H", "H", "H", "H", "H", "C", "C", "C", "O", "N", "H", "H", "H", "H", "H", "H", "H"],
  "coordinates": [[-2.09706, -2.90553, -1.83850], [-1.65072, 0.51110, -3.40541], [-1.84155, -1.85720, -2.89721], [-1.62286, -2.13875, -4.05680], [-1.77064, -0.56506, -2.41588], [-3.10796, -3.29115, -1.95956], [-2.43622, -0.34848, -1.68705], [-1.02527, 1.30969, -3.00510], [-1.36167, -3.70129, -1.91148], [-2.04293, -2.43880, -0.86208], [-1.27351, 0.10579, -4.33370], [-2.62839, 0.94412, -3.62507], [0.57232, 2.36134, 3.16715], [3.14385, -0.13580, 2.21718], [1.96658, 1.90978, 2.85136], [2.94051, 2.50890, 3.25525], [2.07771, 0.82869, 2.00151], [0.50128, 2.58300, 4.23274], [1.18595, 0.39259, 1.81648], [4.01618, 0.38774, 2.60845], [0.30672, 3.31142, 2.68988], [-0.21807, 1.64178, 2.97342], [2.86274, -0.91325, 2.92419], [3.50301, -0.50062, 1.26021]],
  "e_homo_ev": -9.8,
  "homo_lumo_gap_ev": 10.13,
  "e_lumo_ha": 0.0120,
  "relative_energy_kj_mol": 93.4,
  "spin_multiplicity": 1,
  "charge": 0
}

=====

(3)
{
  "formula": "C19H25N5O",
  "method": "ωB97M-V/def2-TZVPD",
  "symbols": ["C", "C", "N", "C", "N", "C", "N", "C", "H", "H", "C", "N", "C", "C", "C", "C", "C", "C", "H", "H", "H", "H", "H", "C", "H", "C", "H", "H", "H", "H", "H", "C", "H", "N", "C", "H", "C", "H", "O", "C", "H", "C", "H", "H", "H", "H", "H", "H", "H", "H"],
  "coordinates": [[-2.67536, -3.76487, -1.28579], [-2.01947, -2.50191, -0.80870], [-2.73855, -1.30475, -1.02242], [-2.35019, -0.29151, -0.52306], [-1.24152, -0.31366, 0.03317], [-0.59034, -1.32553, 0.42720], [0.51889, -1.17685, 1.24638], [0.91600, 0.31799, 1.38811], [0.19014, 0.64813, 2.20086], [0.85199, 0.92230, 0.64557], [2.32353, 0.53115, 2.03075], [3.16288, -0.23075, 0.98382], [3.98737, 0.17927, -0.00205], [3.80699, 1.81384, -0.09875], [4.53348, 2.36281, -1.21669], [5.42238, 1.66703, -1.70540], [5.71481, 0.18467, -1.54721], [4.89651, -0.36691, -0.56283], [5.22455, -1.25367, -0.52904], [6.39003, -0.15421, -2.04669], [6.03179, 2.20958, -2.66792], [4.26137, 3.52877, -1.10314], [3.03560, 2.40629, 0.45819], [2.88623, -1.67739, 1.04633], [2.95660, -1.76603, -0.44456], [1.64175, -2.04763, 1.42020], [1.61340, -2.35923, 2.52046], [1.28358, -2.86770, 0.99050], [3.61526, -2.41034, 1.46935], [2.73840, 1.32109, 2.23977], [2.46975, -0.06920, 2.92793], [-1.00181, -2.50244, -0.24939], [-0.38666, -3.35150, 0.02907], [-3.12358, 0.75046, -0.76700], [-2.83427, 2.04175, -0.04722], [-1.75650, 2.23658, 0.40294], [-3.81042, 2.33821, 0.88545], [-3.70740, 3.32840, 1.79239], [-5.16792, 2.36259, 0.55688], [-5.55092, 1.22297, -0.00840], [-6.37773, 1.10204, -0.31386], [-4.59239, 0.90024, -1.01152], [-4.71942, -0.19944, -1.65457], [-4.61549, 1.46257, -1.98848], [-5.48027, 0.32947, 0.54929], [-3.57042, 1.47824, 1.80538], [-2.77064, 2.82411, -0.72705], [-1.93986, -4.28582, -2.11793], [-2.76909, -4.43402, -0.69935], [-3.84237, -3.51326, -1.73762]],
  "e_homo_ev": -7.4,
  "homo_lumo_gap_ev": 7.83,
  "e_lumo_ha": 0.0170,
  "relative_energy_kj_mol": 2087.5,
  "spin_multiplicity": 1,
  "charge": 0
}

=====

(4)
{
  "formula": "C4H9NO",
  "method": "ωB97M-V/def2-TZVPD",
  "symbols": ["C", "C", "N", "C", "O", "C", "H", "H", "H", "H", "H", "H", "H", "H", "H"],
  "coordinates": [[-2.08866, 0.50027, 0.15266], [-1.27377, -0.47795, -0.69172], [0.18904, -0.24505, -0.58962], [0.98345, -0.63482, 0.43409], [0.76406, -1.42129, 1.33068], [2.36040, 0.22433, 0.29266], [-3.16966, 0.33485, 0.05859], [-1.87570, 1.52515, -0.15996], [-1.82500, 0.39265, 1.20890], [-1.48072, -1.49973, -0.34677], [-1.60456, -0.45167, -1.73907], [0.81751, 0.51417, -0.87911], [2.68461, 0.88215, -0.56245], [3.12476, -0.53708, 0.33716], [2.39424, 0.89402, 1.15395]],
  "e_homo_ev": -9.7,
  "homo_lumo_gap_ev": 10.64,
  "e_lumo_ha": 0.0330,
  "relative_energy_kj_mol": 120.1,
  "spin_multiplicity": 1,
  "charge": 0
}